Computed, not measured: a structure of composition C36H55N4OP2PtSe at a distorted geometry, with ωB97M-V with the def2-TZVPD basis set.

Summary:
Total charge: +1
HOMO (spin up / spin down), Ha: -0.3196 / -0.3203
LUMO (spin up / spin down), hartree: -0.0797 / -0.1211
Kohn-Sham gap (spin up / spin down), eV: 6.53 / 5.42
Multiplicity: 3
ΔE to the lowest compared entry with this formula, charge and spin, kcal per mole: 26.82

Positions of all 100 atoms, in Å:
C 0.96592 -0.67002 -2.91792
C 0.00015 -2.70344 -2.14887
C 1.33190 -1.24174 -4.14644
C 0.68508 -3.34009 -3.23917
C 1.18830 -2.61628 -4.28781
H 1.73779 -0.61178 -4.92431
H 0.56928 -4.42623 -3.28614
H 1.58687 -3.08935 -5.18685
N 0.29762 -1.34457 -1.99108
P 1.60811 1.33668 -0.92845
P -1.56668 -2.22122 0.02720
C 1.34378 0.79763 -2.67390
H 2.27138 1.00247 -3.22284
H 0.52448 1.40973 -3.08326
C -0.98286 -3.31431 -1.31423
H -0.98348 -4.41240 -1.21046
C -1.52111 -2.84781 1.90014
C -3.32220 -2.35692 -0.69938
C 3.51506 0.98829 -0.76121
C 1.41862 3.28897 -1.07543
C -0.73938 -1.95960 2.88636
H -1.02972 -0.90457 2.81668
H -0.93480 -2.30363 3.91815
H 0.33817 -1.99634 2.72497
C -2.94494 -2.88609 2.47354
H -3.37389 -1.87923 2.53610
H -3.63397 -3.51245 1.90473
H -2.91469 -3.27950 3.50078
C -0.83515 -4.22507 1.91289
H -0.80117 -4.59622 2.95042
H -1.35321 -4.97038 1.30106
H 0.20159 -4.14968 1.55317
C -4.34804 -1.44876 0.02533
H -3.88045 -0.52191 0.38526
H -5.14516 -1.15793 -0.68085
H -4.83776 -1.95462 0.86694
C -3.30118 -1.97060 -2.20090
H -2.97413 -0.93821 -2.35821
H -2.65269 -2.63843 -2.78427
H -4.32652 -2.04744 -2.59574
C -3.63034 -3.87752 -0.58169
H -2.85939 -4.44296 -0.03006
H -4.58866 -4.06011 -0.07926
H -3.67835 -4.33751 -1.58222
C 1.93939 3.92936 0.22434
H 1.66800 4.99701 0.23131
H 1.48052 3.46920 1.10899
H 3.03052 3.88896 0.31718
C -0.06880 3.63896 -1.20218
H -0.51165 3.23157 -2.11854
H -0.63574 3.29850 -0.32834
H -0.16959 4.73677 -1.25687
C 2.12126 3.94421 -2.28177
H 1.72409 4.96604 -2.38916
H 3.20207 4.05602 -2.15879
H 1.92168 3.41658 -3.22046
C 3.92023 -0.39400 -1.30312
H 5.01384 -0.39931 -1.38732
H 3.63269 -1.22106 -0.65426
H 3.53295 -0.57513 -2.30867
C 3.79796 1.13526 0.73739
H 3.13556 0.51053 1.33786
H 4.82649 0.82004 0.94292
H 3.67011 2.16347 1.08780
C 4.40181 1.97335 -1.54329
H 4.15198 2.01183 -2.61113
H 4.42551 2.98332 -1.12405
H 5.43333 1.59852 -1.48219
Pt -0.27076 -0.20455 -0.16865
C -1.64712 0.73817 -0.94550
O -2.49400 1.33303 -1.48179
N 1.87284 -1.13631 1.15616
C 2.74415 -1.77156 1.64031
C 3.32911 -3.05991 1.68149
C 4.21737 -3.45399 2.67275
C 2.88991 -3.97951 0.70183
C 4.85185 -4.69790 2.56108
H 4.36345 -2.80070 3.53310
C 3.46827 -5.24135 0.62954
H 2.08716 -3.70214 0.02178
C 4.49682 -5.57530 1.52624
H 5.61064 -5.01146 3.27476
H 3.11371 -5.95270 -0.10481
H 5.00953 -6.53158 1.43209
C -3.33850 3.10602 1.24822
N -3.27314 2.26162 2.42131
C -4.34591 2.01755 3.26070
C -3.87203 1.35395 4.33236
N -2.51235 1.18322 4.14954
C -1.61946 0.63549 5.15093
C -2.13727 1.68183 2.92684
Se -0.44702 1.61546 2.13138
H -3.87166 4.03507 1.49553
H -3.87262 2.59612 0.43669
H -2.32275 3.35111 0.92699
H -5.33892 2.36979 3.01501
H -4.37001 1.00185 5.22226
H -1.78756 1.14348 6.11200
H -1.81161 -0.43831 5.28705
H -0.58385 0.79130 4.83172

=====

Computed, not measured: a cluster of 6 separate species, C36H55N7O in total at a distorted geometry, with ωB97M-V with the def2-TZVPD basis set.

Summary:
HOMO, Ha: -0.2821
LUMO, hartree: -0.0266
Kohn-Sham gap, eV: 6.95

Positions of all 99 atoms, in Å:
C 2.72131 1.39750 0.90783
C 1.34786 1.70651 0.02993
C 1.69963 1.49242 -1.55666
C 0.88910 3.23871 0.43190
C -0.15906 3.92797 -0.61901
C -1.75792 3.54556 -0.32536
C -2.22309 2.41665 0.75354
N -3.62356 1.98968 1.10251
C -4.55667 2.77202 0.22313
C -6.18437 2.43080 0.40553
C -6.76259 1.33080 1.50716
C -6.00243 -0.23619 1.12348
C -6.97597 -1.26399 0.11837
O -5.63225 -0.45688 -0.37916
C -7.36758 3.20845 -0.48488
C -6.98052 4.36680 -1.58955
C -5.36066 4.70364 -1.74960
C -4.18446 3.91183 -0.87432
N -2.76424 4.31944 -1.13252
H 3.64191 1.99148 0.48784
H 2.87635 0.23083 0.85559
H 2.50166 1.65474 2.03425
H 0.56571 0.88915 0.32967
H 0.81669 0.89367 -2.06966
H 2.66389 0.79638 -1.66116
H 1.86495 2.47814 -2.16772
H 1.88953 3.88931 0.40218
H 0.53440 3.27024 1.56840
H 0.10751 3.77646 -1.74946
H -0.09845 5.10510 -0.42920
H -1.34917 1.85545 1.34291
H -7.92305 1.13116 1.35799
H -6.46167 1.56991 2.61271
H -5.31582 -0.78211 2.02043
H -6.43552 -2.31540 0.10222
H -7.53543 -0.76773 -0.79142
H -8.50706 2.95815 -0.34506
H -7.73878 4.98530 -2.23500
H -5.08786 5.55787 -2.53606
C -6.85055 -6.17567 -1.48958
C -6.42272 -6.21935 -0.02607
C -7.60834 -6.28551 0.93873
C -8.48112 -5.05327 0.76491
N -9.20516 -4.03107 0.62064
H -7.43784 -5.27920 -1.71244
H -5.97184 -6.15810 -2.14204
H -7.45094 -7.05505 -1.74928
H -5.81452 -5.33297 0.19213
H -5.78366 -7.09510 0.13135
H -7.24939 -6.32890 1.97237
H -8.20862 -7.18207 0.74978
C -4.34349 -8.79219 3.32464
C -3.03480 -8.01001 3.37284
C -3.17591 -6.65663 4.07235
C -4.18353 -5.79624 3.32748
N -5.01947 -5.08257 2.70958
H -5.10977 -8.26294 2.74934
H -4.18868 -9.76264 2.84256
H -4.73142 -8.97055 4.33405
H -2.67157 -7.86318 2.34829
H -2.28249 -8.60812 3.89859
H -2.20952 -6.14203 4.09304
H -3.51126 -6.79107 5.10643
C 5.40656 1.66795 -4.87076
C 4.38585 2.79129 -5.02259
C 4.89983 4.13624 -4.50509
C 5.22607 4.02600 -3.02461
N 5.49675 3.93448 -1.79648
H 5.65157 1.48372 -3.81992
H 5.00750 0.73408 -5.27916
H 6.33369 1.90537 -5.40488
H 3.46960 2.51246 -4.48785
H 4.12289 2.89179 -6.08130
H 4.13816 4.90978 -4.64872
H 5.79961 4.44012 -5.05089
C 6.00826 2.53577 4.80977
C 4.75560 3.33694 5.15002
C 3.79185 2.57553 6.06235
C 3.33334 1.29998 5.37449
N 2.95305 0.24182 4.80387
H 5.76637 1.62343 4.25535
H 6.67961 3.12897 4.18084
H 6.55235 2.25354 5.71836
H 4.24667 3.61204 4.21808
H 5.05295 4.26952 5.64194
H 2.91841 3.19640 6.28761
H 4.27963 2.31929 7.00906
C 9.63442 2.48123 -3.81211
C 10.52599 1.26427 -3.58646
C 10.07002 0.03746 -4.37888
C 8.66382 -0.35405 -3.95495
N 7.49726 -0.67876 -3.60329
H 8.60936 2.29966 -3.47369
H 10.01418 3.34009 -3.24973
H 9.60437 2.75431 -4.87313
H 10.54191 1.03022 -2.51494
H 11.55187 1.51671 -3.87621
H 10.74811 -0.80228 -4.19405
H 10.07678 0.24923 -5.45357